# C7H11N

C7H11N in the gas phase (ωB97M-V/def2-TZVPD, the OMol25 dataset).

Cartesian coordinates (Å):
H -2.60 -0.20 -1.34
H 1.82 -0.81 1.38
H -0.60 -2.60 -1.82
N -1.56 0.86 0.31
C -0.17 -1.57 -2.05
H -2.28 1.20 0.93
C -0.24 0.76 0.77
C -1.71 0.01 -0.74
C -0.52 -0.64 -0.95
H 1.10 1.86 2.09
H -0.19 1.29 2.90
H -0.67 -1.27 -2.97
H 2.38 -1.17 -0.36
H 0.86 -1.68 -2.39
C 0.04 1.69 1.90
C 0.40 -0.23 0.09
H 2.52 0.36 0.30
C 1.84 -0.51 0.33
H -0.41 2.66 1.60

Values from the calculation:
**Electronic energy**: -8926.8037 eV
**Net charge**: 0
**SMILES**: Cc1c[nH]c(C)c1C

Charges computed using Löwdin, reported in e: atom 1 (H): 0.12, atom 2 (H): 0.08, atom 3 (H): 0.10, atom 4 (N): 0.04, atom 5 (C): -0.07, atom 6 (H): 0.14, atom 7 (C): -0.29, atom 8 (C): -0.10, atom 9 (C): -0.26, atom 10 (H): 0.06, atom 11 (H): 0.08, atom 12 (H): 0.07, atom 13 (H): 0.07, atom 14 (H): 0.07, atom 15 (C): -0.04, atom 16 (C): -0.21, atom 17 (H): 0.08, atom 18 (C): -0.05, atom 19 (H): 0.09

# C6H11Cl3N2

4 unconnected molecules or ions with the total composition C6H11Cl3N2 (ωB97M-V/def2-TZVPD, the OMol25 dataset).

Cartesian coordinates (Å):
C 0.03 -0.09 -0.98
H -0.68 -0.57 -3.54
H -1.28 -1.41 1.68
H 1.86 1.70 2.21
Cl 6.79 1.41 3.77
C 0.85 0.20 1.51
C -1.54 -0.63 -2.87
H 0.31 -0.01 2.43
N 0.03 -0.39 0.40
H 1.70 -0.47 1.47
H 0.86 0.30 -1.56
H -2.80 -1.79 -0.68
Cl 1.68 3.28 -5.13
H 2.02 1.72 0.44
Cl -3.22 -2.62 5.99
H -2.18 -1.48 -3.12
N -1.13 -0.78 -1.51
C -1.09 -1.14 0.65
C -1.82 -1.38 -0.51
C 1.31 1.62 1.27
H -2.22 0.21 -2.94
H 0.50 2.30 1.01

Values from the calculation:
**Electronic energy**: -46948.8375 eV
**Net charge**: -2

Charges computed using Löwdin, reported in e: atom 1 (C): 0.11, atom 2 (H): 0.11, atom 3 (H): 0.14, atom 4 (H): 0.10, atom 5 (Cl): -1.00, atom 6 (C): -0.16, atom 7 (C): -0.01, atom 8 (H): 0.13, atom 9 (N): -0.05, atom 10 (H): 0.14, atom 11 (H): 0.16, atom 12 (H): 0.14, atom 13 (Cl): -0.99, atom 14 (H): 0.09, atom 15 (Cl): -1.00, atom 16 (H): 0.10, atom 17 (N): -0.12, atom 18 (C): -0.01, atom 19 (C): -0.02, atom 20 (C): -0.05, atom 21 (H): 0.11, atom 22 (H): 0.09

# C6H24N13O9

7 unconnected molecules or ions with the total composition C6H24N13O9 (ωB97M-V/def2-TZVPD, the OMol25 dataset).

Cartesian coordinates (Å):
H -9.14 -4.90 -3.64
H -19.42 -0.69 -8.25
N -9.09 1.83 -6.22
C -12.43 -5.92 1.11
O -16.27 5.75 -8.09
C -9.16 2.86 -5.45
H -15.90 -0.18 -0.05
H -16.32 -1.91 -10.25
O -15.11 -0.95 -4.61
N -16.59 0.33 0.48
H -12.67 -7.68 1.94
H -16.29 -1.61 1.21
O -7.71 -5.13 -6.24
C -18.02 -1.35 -9.48
H -17.95 -2.21 1.67
O -12.37 -6.32 -0.04
H -9.69 3.32 -3.69
N -12.21 -4.67 1.58
N -18.50 -1.10 -8.32
H -12.21 -3.81 1.05
N -13.93 -1.12 -4.59
H -9.08 1.79 -7.23
O -18.44 0.17 1.86
O -13.41 -1.44 -5.66
N -9.50 2.52 -4.27
H -7.81 -6.36 -3.43
N -17.30 -1.56 1.26
H -16.74 1.33 0.36
N -7.34 -6.14 -4.29
H -12.11 -4.64 2.58
N -16.75 3.99 -6.76
H -9.49 0.97 -5.86
H -16.35 3.23 -6.23
H -12.56 -6.49 3.22
H -9.64 -4.10 -5.10
C -17.50 -0.30 1.23
N -16.85 -1.87 -9.39
H -6.39 -6.30 -4.60
H -9.71 1.56 -4.05
C -16.10 4.62 -7.62
N -15.15 3.88 -8.02
O -18.67 -1.02 -10.50
H -17.42 4.64 -6.36
O -8.88 4.00 -5.74
H -16.40 -2.13 -8.52
H -18.06 -1.49 -7.49
H -15.20 2.87 -7.98
O -13.27 -1.02 -3.55
H -14.46 4.39 -8.55
C -7.96 -5.30 -5.04
N -12.62 -6.72 2.24
N -9.05 -4.78 -4.63

Values from the calculation:
**Electronic energy**: -44410.0697 eV
**Net charge**: -1

Charges computed using Löwdin, reported in e: atom 1 (H): 0.11, atom 2 (H): 0.12, atom 3 (N): 0.17, atom 4 (C): -0.68, atom 5 (O): 0.01, atom 6 (C): -0.84, atom 7 (H): 0.11, atom 8 (H): 0.12, atom 9 (O): -0.07, atom 10 (N): 0.16, atom 11 (H): 0.10, atom 12 (H): 0.11, atom 13 (O): -0.01, atom 14 (C): -0.79, atom 15 (H): 0.13, atom 16 (O): 0.04, atom 17 (H): 0.13, atom 18 (N): 0.14, atom 19 (N): 0.15, atom 20 (H): 0.11, atom 21 (N): -0.73, atom 22 (H): 0.12, atom 23 (O): 0.02, atom 24 (O): -0.10, atom 25 (N): 0.17, atom 26 (H): 0.11, atom 27 (N): 0.15, atom 28 (H): 0.12, atom 29 (N): 0.17, atom 30 (H): 0.09, atom 31 (N): 0.18, atom 32 (H): 0.11, atom 33 (H): 0.13, atom 34 (H): 0.09, atom 35 (H): 0.14, atom 36 (C): -0.80, atom 37 (N): 0.17, atom 38 (H): 0.13, atom 39 (H): 0.12, atom 40 (C): -0.86, atom 41 (N): 0.16, atom 42 (O): -0.02, atom 43 (H): 0.13, atom 44 (O): 0.02, atom 45 (H): 0.12, atom 46 (H): 0.12, atom 47 (H): 0.13, atom 48 (O): -0.09, atom 49 (H): 0.13, atom 50 (C): -0.82, atom 51 (N): 0.11, atom 52 (N): 0.18

Largest force on an atom
In order: 2.341, 5.151, 8.029
Unit: eV Å⁻¹